[1]
The following is a DFT calculation (ωB97M-V with the def2-TZVPD basis set) of C6H24B3F4N2O4V as an isolated structure.

Last column: Mulliken charge in e.
Atoms and positions in Å:
O (20.552710, 18.106760, 18.324050)  -0.447
V (20.521950, 19.582060, 18.818960)  -0.606
O (20.687950, 20.547120, 17.519770)  -0.637
B (21.263300, 19.801630, 20.244040)  0.903
H (21.275430, 20.090610, 21.283550)  -0.191
H (22.250130, 19.575370, 19.870910)  -0.165
H (20.743030, 18.865870, 20.110120)  0.418
H (20.897380, 20.627800, 19.654310)  0.523
B (18.967460, 19.989610, 19.179240)  0.343
H (19.526710, 19.670280, 20.044980)  0.234
H (19.309150, 20.923220, 18.759870)  0.120
H (18.984000, 19.312160, 18.339580)  -0.231
H (17.931190, 20.134430, 19.442730)  -0.094
C (19.482450, 19.282030, 12.677580)  -1.098
C (18.863660, 19.372690, 14.002280)  0.545
O (17.670800, 19.116210, 14.187650)  -0.515
N (19.718870, 19.993000, 15.055190)  0.155
H (20.404660, 20.492300, 14.507010)  0.366
H (19.213640, 20.688950, 15.584820)  0.353
C (20.407290, 18.809060, 15.829670)  -1.435
H (20.146520, 18.418270, 12.709690)  0.297
H (20.034140, 20.181410, 12.403990)  0.397
H (18.678720, 19.065460, 11.973860)  0.344
H (19.624150, 18.370890, 16.448370)  0.473
H (21.207600, 19.249350, 16.424430)  0.619
H (20.785040, 18.047580, 15.147350)  0.364
C (23.421700, 14.194550, 18.485600)  -1.100
C (23.607570, 15.709120, 18.067600)  0.504
O (24.516040, 16.399610, 18.501250)  -0.394
N (22.594710, 16.305290, 17.013590)  -0.007
H (23.034930, 17.161300, 16.707750)  0.433
H (22.544090, 15.659250, 16.238880)  0.452
C (21.218480, 16.748820, 17.454800)  -0.217
H (24.002250, 14.064210, 19.398870)  0.332
H (23.517600, 13.472550, 17.674660)  0.337
H (22.370530, 14.219780, 18.772850)  0.332
H (20.558620, 16.513940, 16.619630)  0.583
H (21.298160, 17.793750, 17.754600)  -0.514
H (20.812680, 16.091120, 18.223480)  0.113
B (23.164330, 18.857810, 18.496590)  -0.856
F (24.117850, 18.806350, 17.497910)  -0.346
F (22.108190, 19.545680, 17.976880)  -0.157
F (22.788700, 17.614380, 18.909460)  -0.150
F (23.655450, 19.547330, 19.546700)  -0.381

Cartesian forces (eV/Å) of the 6 atoms listed first:
O -10.459 -0.566 7.229
V -3.555 1.484 -16.566
O -4.087 6.650 -4.500
B 6.245 1.770 12.820
H 0.205 0.869 3.435
H 0.614 0.159 0.553

The value obtained for the energy relative to the best compared isomer or geometry (same formula, charge and spin) is 1065.97 kJ/mol. The value obtained for the largest force on an atom is 0.3308 Eh/bohr. The calculation puts the HOMO energy at -6.17 eV. The calculation puts the molar mass at 347.6 g/mol. The calculation puts the total energy at -2070.66451 Eh. As for the lowest unoccupied orbital energy: -0.639 eV.

---

[2]
The following is a DFT calculation (ωB97M-V with the def2-TZVPD basis set) of an isolated ion of composition CH6N3O and charge +1.

Last column: Mulliken charge in e.
Atoms and positions in Å:
C (0.014579, 0.244209, -0.115052)  0.495
N (0.673321, -0.822338, 0.599894)  -0.224
N (-0.037748, 1.403925, 0.520014)  -0.356
N (-0.554760, -0.079333, -1.298409)  -0.360
O (1.167693, -2.250264, 0.335760)  -0.305
H (1.335867, -0.495767, 1.229710)  0.265
H (-0.557488, 2.121928, 0.009726)  0.255
H (0.094945, 1.612504, 1.548152)  0.285
H (-1.526309, 0.158416, -1.606714)  0.280
H (-0.159197, -0.943635, -1.723949)  0.284
H (1.132361, -2.554018, 1.269745)  0.382

Cartesian forces (eV/Å) of the 6 atoms listed first:
C 0.734 -4.870 0.817
N -0.699 0.236 -1.117
N -0.859 1.060 0.300
N 0.042 -0.376 -0.011
O -1.564 2.998 -0.219
H 1.361 0.968 1.208

The charge is +1. The value obtained for the energy relative to the best compared isomer or geometry (same formula, charge and spin) is 138.32 kJ/mol. The value obtained for the largest force on an atom is 0.0971 Eh/bohr. The calculation puts the HOMO energy at -15.13 eV. The calculation puts the molar mass at 76.1 g/mol. The calculation puts the total energy at -280.88068 Eh. As for the SMILES: NC(=[NH2+])NO. As for the lowest unoccupied orbital energy: -3.780 eV.

---

[3]
The following is a DFT calculation (ωB97M-V with the def2-TZVPD basis set) of a 6-piece molecular cluster, C10H34NO10 overall.

Last column: Mulliken charge in e.
Atoms and positions in Å:
N (0.261834, 0.448707, 0.092913)  0.399
H (-0.683730, 0.734293, 0.345673)  0.223
H (0.846053, 1.297890, 0.023185)  0.328
H (0.254702, 0.005160, -0.834178)  0.154
H (0.697753, -0.104272, 0.838879)  0.071
C (-2.442350, 2.629981, 2.287079)  -0.345
C (-3.546642, 2.729948, 1.249304)  -0.492
O (-3.380153, 1.685971, 0.294468)  -0.458
O (-1.185484, 3.068900, 1.756942)  -0.534
H (-2.327108, 1.575061, 2.550646)  0.200
H (-2.713318, 3.190188, 3.180816)  0.338
H (-3.549214, 3.708926, 0.764955)  0.328
H (-4.489141, 2.569681, 1.784288)  0.399
H (-4.175994, 1.564456, -0.229469)  0.260
H (-1.324934, 3.578761, 0.929546)  0.359
C (0.898182, 3.646239, -1.770242)  -0.405
C (-0.646000, 3.647542, -1.695602)  -0.514
O (-1.110612, 4.443199, -0.611977)  -0.528
O (1.546598, 2.825287, -0.795935)  -0.463
H (1.191289, 4.672688, -1.538417)  0.353
H (1.227515, 3.390979, -2.778512)  0.296
H (-1.083713, 2.652203, -1.674334)  0.297
H (-0.943284, 4.171099, -2.611266)  0.418
H (-0.948705, 5.375300, -0.773945)  0.280
H (2.214820, 3.304348, -0.302705)  0.222
C (0.594921, -1.974894, 3.114509)  -0.314
C (1.923452, -1.531930, 2.531461)  -0.510
O (1.953176, -0.105956, 2.292686)  -0.579
O (-0.478344, -1.757746, 2.188940)  -0.403
H (0.355544, -1.403358, 4.015421)  0.385
H (0.652722, -3.050017, 3.310656)  0.343
H (2.088009, -1.975315, 1.550431)  0.071
H (2.744755, -1.744748, 3.213969)  0.424
H (2.090044, 0.355953, 3.125488)  0.299
H (-1.312843, -1.923080, 2.634420)  0.238
C (0.093065, -4.105190, 0.002300)  0.010
C (-0.984783, -3.471994, -0.878093)  -0.277
O (-2.190619, -4.232171, -0.927538)  -0.551
O (0.689709, -5.253216, -0.587954)  -0.525
H (-0.334668, -4.366753, 0.975140)  0.199
H (0.902635, -3.383305, 0.128654)  -0.024
H (-0.662073, -3.405953, -1.929094)  0.231
H (-1.251318, -2.458539, -0.575688)  0.236
H (-2.011423, -5.073520, -1.358789)  0.339
H (-0.021113, -5.822509, -0.905392)  0.337
C (2.680399, -0.596418, -2.019150)  -0.556
C (1.647101, -1.326790, -2.846431)  -0.365
O (0.336088, -0.949220, -2.406182)  -0.736
O (2.857636, -1.253511, -0.757777)  -0.440
H (2.411802, 0.457219, -1.894816)  0.205
H (3.648119, -0.634954, -2.526583)  0.478
H (1.795425, -2.408306, -2.812128)  0.348
H (1.804401, -1.016137, -3.884682)  0.382
H (-0.247967, -1.519136, -2.920480)  0.296
H (3.637806, -0.881027, -0.335404)  0.273

Cartesian forces (eV/Å) of the 6 atoms listed first:
N 0.245 0.680 -0.018
H -0.054 0.005 0.241
H -0.309 0.142 -0.171
H 0.004 -0.483 0.123
H -0.291 -0.192 -0.040
C 0.379 0.033 -1.027

The charge is +1. The value obtained for the energy relative to the best compared isomer or geometry (same formula, charge and spin) is 61.19 kJ/mol. The value obtained for the largest force on an atom is 0.0339 Eh/bohr. The calculation puts the HOMO energy at -12.45 eV. The calculation puts the molar mass at 328.4 g/mol. The calculation puts the total energy at -1208.28607 Eh. As for the lowest unoccupied orbital energy: -2.112 eV.

---

[4]
The following is a DFT calculation (ωB97M-V with the def2-TZVPD basis set) of one molecule with the formula C5H14N2.

Last column: Mulliken charge in e.
Atoms and positions in Å:
C (1.477613, -1.151296, 0.449824)  -1.575
C (0.283343, -0.264191, 0.156469)  0.516
C (-0.836380, -1.058112, -0.504600)  -0.603
C (-1.486448, -2.107192, 0.397695)  -1.279
N (0.734395, 0.774470, -0.798351)  -0.474
C (0.751671, 2.098597, -0.233232)  -0.671
N (-0.560612, 2.609185, 0.032930)  -0.481
H (1.749383, -1.682626, -0.463669)  0.305
H (1.344139, -1.833588, 1.263633)  0.406
H (2.352476, -0.543399, 0.693874)  0.395
H (-0.087950, 0.209753, 1.071409)  0.281
H (-1.579428, -0.382817, -0.922464)  0.352
H (-0.382389, -1.532081, -1.382331)  0.360
H (-0.794029, -2.930456, 0.560012)  0.321
H (-2.411772, -2.476604, -0.039560)  0.358
H (-1.708087, -1.643454, 1.359141)  0.320
H (0.050177, 0.858509, -1.536665)  0.247
H (1.336262, 2.674148, -0.946186)  0.379
H (1.365907, 2.100443, 0.641644)  0.460
H (-0.677355, 3.091034, 0.911031)  0.193
H (-0.920916, 3.189676, -0.710604)  0.191

Cartesian forces (eV/Å) of the 6 atoms listed first:
C 0.623 0.541 -0.296
C -0.031 0.113 -0.660
C 0.102 -0.327 -0.171
C 0.320 0.486 -0.190
N -0.223 -0.315 0.256
C 0.848 -0.026 -0.625

The value obtained for the energy relative to the best compared isomer or geometry (same formula, charge and spin) is 56.25 kJ/mol. The value obtained for the largest force on an atom is 0.0205 Eh/bohr. The calculation puts the HOMO energy at -8.90 eV. The calculation puts the molar mass at 102.2 g/mol. The calculation puts the total energy at -308.40164 Eh. As for the SMILES: CC[C@@H](C)NCN. As for the lowest unoccupied orbital energy: 1.127 eV.

---

[5]
The following is a DFT calculation (ωB97M-V with the def2-TZVPD basis set) of a 6-piece molecular cluster, C34H50BrINO21P2 overall.

Last column: Mulliken charge in e.
Atoms and positions in Å:
O (0.436408, -0.796726, -6.274072)  -0.518
C (0.899049, -0.191054, -5.345055)  -0.429
C (0.125377, -0.068116, -4.024139)  -2.202
C (-1.368022, 0.170799, -4.228507)  0.827
C (-1.738223, 1.417032, -4.671281)  0.739
P (-0.468308, 2.748447, -4.983089)  0.458
O (0.021135, 3.176100, -3.454700)  -0.462
Br (-1.551360, 4.544670, -5.735377)  -0.226
C (-3.085112, 1.661575, -4.901344)  -0.670
C (-4.008960, 0.660872, -4.662568)  0.991
P (-5.717357, 1.279940, -5.140830)  -0.121
O (-6.513902, 1.511094, -3.716544)  -0.453
I (-6.868548, -0.494800, -6.437579)  -0.073
C (-3.611079, -0.575233, -4.165660)  0.594
C (-4.604419, -1.678175, -3.874478)  -1.124
C (-5.760534, -1.265621, -2.931789)  -0.918
O (-5.366894, -0.339362, -1.940663)  -0.515
N (-2.280172, -0.780089, -3.980423)  0.483
C (-1.761555, -2.082560, -3.518536)  -2.116
C (-1.831591, -2.249759, -1.970217)  -0.497
C (-1.344316, -1.040816, -1.148567)  -0.574
C (-2.509848, -0.162198, -0.680953)  -0.292
O (-3.129942, -0.830727, 0.444803)  -0.377
C (-3.748587, 0.140700, 1.198490)  0.225
O (-4.926464, 0.376591, 1.098500)  -0.457
H (1.882341, 0.306411, -5.442738)  0.453
H (0.351933, -0.899005, -3.355449)  0.825
H (0.532721, 0.816645, -3.522362)  0.731
H (-0.339129, 2.556936, -2.805887)  0.408
H (-3.383547, 2.640603, -5.266120)  0.241
H (-7.401579, 1.785464, -3.998386)  0.352
H (-4.946169, -2.072319, -4.840231)  0.421
H (-4.137648, -2.535755, -3.391391)  0.156
H (-6.658747, -0.935647, -3.453105)  0.253
H (-6.073680, -2.183234, -2.414068)  0.577
H (-5.287033, -0.778137, -1.086206)  0.284
H (-2.330079, -2.903520, -3.955459)  0.531
H (-0.738928, -2.260702, -3.836022)  0.905
H (-2.836500, -2.585101, -1.689056)  0.351
H (-1.171637, -3.084596, -1.709564)  0.680
H (-0.596506, -0.420184, -1.637890)  0.260
H (-0.867577, -1.416357, -0.242305)  0.482
H (-2.202780, 0.844815, -0.365801)  0.361
H (-3.206561, -0.040913, -1.517050)  0.106
H (-3.158340, 0.737769, 1.920135)  0.386
C (1.589922, 2.396369, 3.119731)  -1.675
C (1.497525, 1.983880, 1.670872)  0.656
C (0.182100, 1.350593, 1.288010)  -0.628
O (0.564194, 0.480005, 0.211782)  -0.079
C (1.876635, 0.156416, 0.408525)  0.420
O (2.445595, -0.692516, -0.194709)  -0.503
O (2.426536, 0.927570, 1.370692)  -0.374
H (0.778929, 3.074003, 3.389657)  0.402
H (1.562318, 1.524988, 3.776122)  0.398
H (2.537204, 2.899808, 3.309122)  0.404
H (1.731193, 2.832987, 1.022154)  0.254
H (-0.552282, 2.080625, 0.950667)  0.429
H (-0.255041, 0.746024, 2.087597)  0.201
C (5.423237, -5.317091, -1.442143)  -1.518
C (4.537092, -4.660759, -2.471550)  0.650
C (4.548332, -3.153925, -2.428307)  -0.590
O (3.237302, -2.833426, -2.919933)  -0.225
C (2.434301, -3.882287, -2.635714)  0.684
O (1.244100, -3.853798, -2.744113)  -0.530
O (3.143587, -4.948268, -2.222740)  -0.391
H (6.450700, -4.964798, -1.530650)  0.372
H (5.061190, -5.115940, -0.432958)  0.366
H (5.416697, -6.399561, -1.570141)  0.370
H (4.782772, -5.029584, -3.470676)  0.219
H (5.316426, -2.720586, -3.066077)  0.365
H (4.650011, -2.749349, -1.418606)  0.261
C (-1.218398, -0.244326, 7.600171)  -1.441
C (-0.170663, 0.735702, 8.068363)  0.502
C (-0.420050, 2.159967, 7.641030)  -0.302
O (0.908179, 2.694283, 7.568240)  -0.346
C (1.747041, 1.653160, 7.315834)  0.658
O (2.887363, 1.769194, 7.010412)  -0.544
O (1.103244, 0.466836, 7.457144)  -0.359
H (-2.212311, 0.058918, 7.929618)  0.386
H (-1.211464, -0.329500, 6.511998)  0.317
H (-1.011974, -1.238645, 7.995761)  0.358
H (-0.046417, 0.664371, 9.152070)  0.255
H (-1.017798, 2.714062, 8.362910)  0.262
H (-0.884035, 2.241524, 6.653835)  0.245
C (3.539242, -3.543958, -8.977471)  -1.527
C (3.772746, -2.719704, -7.734575)  0.771
C (4.426543, -1.388305, -8.000391)  -0.517
O (5.130033, -1.151758, -6.773039)  -0.329
C (5.400267, -2.364907, -6.221482)  0.662
O (6.127219, -2.537258, -5.298116)  -0.568
O (4.723157, -3.350707, -6.862859)  -0.340
H (2.949526, -2.991274, -9.709064)  0.378
H (4.486454, -3.840073, -9.429725)  0.374
H (3.008449, -4.463214, -8.729178)  0.373
H (2.838699, -2.593671, -7.178539)  0.075
H (3.704814, -0.596075, -8.188973)  0.329
H (5.147374, -1.416291, -8.820833)  0.319
C (0.591393, 5.147406, 9.822977)  -1.367
C (-0.451346, 5.164778, 10.911939)  0.509
C (0.107987, 5.200047, 12.312150)  -0.474
O (-0.913483, 4.533369, 13.063889)  -0.324
C (-1.557870, 3.692178, 12.215943)  0.575
O (-2.328783, 2.855873, 12.549082)  -0.517
O (-1.197035, 3.937038, 10.925438)  -0.266
H (1.269647, 5.996649, 9.906384)  0.442
H (1.170595, 4.224012, 9.855452)  0.305
H (0.111502, 5.183591, 8.844444)  0.268
H (-1.155066, 5.985892, 10.748059)  0.228
H (0.256529, 6.213048, 12.679470)  0.322
H (1.040779, 4.640631, 12.418548)  0.314

Cartesian forces (eV/Å) of the 6 atoms listed first:
O -0.014 -0.010 0.038
C -0.403 -0.353 -0.349
C 0.217 0.626 0.211
C 1.638 0.350 -0.039
C -0.789 1.392 0.219
P 1.455 -0.115 -0.450

The charge is +1. The value obtained for the largest force on an atom is 0.0386 Eh/bohr. The calculation puts the HOMO energy at -11.52 eV. The calculation puts the molar mass at 1077.5 g/mol. The calculation puts the total energy at -6514.67231 Eh. As for the lowest unoccupied orbital energy: -3.750 eV.

---

Q: Which value of lowest unoccupied orbital energy does entry 3 give?
A: -2.112 eV